{
  "formula": "C49H38Cl3N4O2PS5Sc",
  "method": "the ωB97M-V functional and the def2-TZVPD basis",
  "symbols": ["Sc", "N", "C", "C", "C", "C", "C", "C", "S", "N", "C", "C", "C", "C", "C", "C", "N", "H", "H", "H", "H", "H", "H", "H", "H", "H", "O", "N", "C", "C", "C", "C", "C", "S", "H", "H", "H", "H", "Cl", "C", "C", "C", "C", "C", "C", "P", "C", "C", "C", "C", "C", "C", "C", "C", "C", "C", "C", "C", "H", "H", "H", "H", "H", "H", "H", "H", "H", "H", "H", "H", "H", "H", "Cl", "C", "Cl", "H", "H", "O", "C", "C", "C", "C", "C", "S", "C", "C", "C", "C", "S", "C", "C", "C", "C", "S", "H", "H", "H", "H", "H", "H", "H", "H", "H"],
  "xyz": [[-0.11, -0.39, 0.12], [-3.06, 0.64, -3.21], [-4.06, -0.35, -3.39], [-5.16, -0.08, -4.19], [-6.12, -1.06, -4.40], [-5.97, -2.31, -3.81], [-4.87, -2.57, -3.01], [-3.92, -1.59, -2.79], [-2.55, -1.96, -1.76], [-1.68, -0.47, -1.66], [-1.98, 0.53, -2.40], [-1.01, 1.67, -2.53], [-1.39, 2.94, -2.93], [-0.40, 3.82, -3.33], [0.91, 3.39, -3.35], [1.20, 2.12, -2.87], [0.26, 1.29, -2.41], [-3.10, 1.44, -3.81], [-5.26, 0.90, -4.65], [-6.98, -0.84, -5.03], [-6.71, -3.08, -3.98], [-4.76, -3.54, -2.53], [-2.43, 3.24, -2.92], [-0.65, 4.83, -3.64], [1.71, 4.02, -3.72], [2.22, 1.75, -2.85], [1.72, -1.07, 0.50], [2.19, -2.31, 0.65], [3.51, -2.45, 0.91], [4.05, -3.68, 1.07], [3.21, -4.80, 0.97], [1.87, -4.63, 0.70], [1.32, -3.35, 0.54], [-0.34, -3.03, 0.25], [4.06, -1.52, 0.96], [5.11, -3.78, 1.28], [3.61, -5.80, 1.09], [1.20, -5.47, 0.62], [2.14, 1.96, -0.08], [2.75, 2.60, 1.43], [3.71, 3.61, 1.35], [4.20, 4.14, 2.53], [3.74, 3.68, 3.76], [2.77, 2.69, 3.81], [2.26, 2.12, 2.64], [0.94, 0.84, 2.66], [-0.03, 1.54, 4.05], [-0.64, 2.78, 3.85], [-1.29, 3.43, 4.89], [-1.34, 2.85, 6.15], [-0.76, 1.61, 6.36], [-0.10, 0.95, 5.31], [1.82, -0.57, 3.43], [3.13, -0.51, 3.89], [3.74, -1.63, 4.44], [3.05, -2.83, 4.54], [1.75, -2.91, 4.06], [1.14, -1.79, 3.50], [4.05, 3.96, 0.39], [4.94, 4.93, 2.49], [4.12, 4.11, 4.68], [2.40, 2.35, 4.77], [-0.57, 3.26, 2.89], [-1.76, 4.39, 4.71], [-1.85, 3.35, 6.97], [-0.80, 1.14, 7.34], [0.35, -0.01, 5.49], [3.69, 0.42, 3.83], [4.76, -1.57, 4.80], [3.52, -3.70, 4.98], [1.20, -3.85, 4.11], [0.15, -1.86, 3.09], [1.49, -1.66, -2.50], [0.51, -2.75, -3.51], [-0.34, -1.89, -4.80], [-0.22, -3.21, -2.86], [1.18, -3.47, -3.96], [-1.59, -0.30, 1.26], [-2.84, 0.09, 1.74], [-2.91, -0.25, 3.24], [-2.48, -1.43, 3.77], [-2.79, -1.58, 5.15], [-3.46, -0.51, 5.65], [-3.69, 0.68, 4.45], [-3.98, -0.67, 1.02], [-4.21, -2.01, 1.07], [-5.32, -2.43, 0.30], [-5.93, -1.39, -0.34], [-5.15, 0.08, 0.01], [-2.92, 1.60, 1.45], [-2.01, 2.31, 0.73], [-2.32, 3.69, 0.58], [-3.49, 4.01, 1.21], [-4.19, 2.65, 1.95], [-2.00, -2.20, 3.18], [-2.53, -2.45, 5.75], [-3.82, -0.33, 6.65], [-3.59, -2.70, 1.63], [-5.66, -3.46, 0.23], [-6.80, -1.40, -0.98], [-1.10, 1.89, 0.35], [-1.70, 4.40, 0.06], [-3.97, 4.97, 1.28]],
  "total_energy_ha": -6733.0809,
  "total_charge": 1,
  "relative_energy_kcal_mol": 25.44,
  "e_homo_ev": -9.6,
  "e_lumo_ev": -2.53
}

{
  "formula": "C3H8N3",
  "method": "the ωB97M-V functional and the def2-TZVPD basis",
  "symbols": ["C", "C", "C", "N", "N", "N", "H", "H", "H", "H", "H", "H", "H", "H"],
  "xyz": [[-1.45, 1.10, -1.67], [0.60, 0.19, -0.61], [-0.16, -0.88, 1.90], [-0.35, 0.70, -1.23], [1.68, -0.39, -1.00], [0.45, 0.38, 1.15], [-1.62, 2.08, -2.02], [-2.27, 0.45, -1.65], [-0.76, -1.40, 1.11], [-0.81, -0.43, 2.70], [0.57, -1.42, 2.34], [1.83, -0.60, -1.93], [2.40, -0.93, -0.42], [-0.10, 1.15, 1.33]],
  "total_energy_ha": -283.0127,
  "smiles": "C=N/C(N)=[NH+]/C",
  "total_charge": 1,
  "relative_energy_kcal_mol": 94.81,
  "e_homo_ev": -14.0,
  "e_lumo_ev": -4.96
}

{
  "formula": "C5H28NO10",
  "method": "the ωB97M-V functional and the def2-TZVPD basis",
  "symbols": ["C", "C", "C", "C", "N", "C", "O", "H", "H", "H", "H", "H", "H", "H", "H", "H", "H", "H", "H", "O", "H", "H", "O", "H", "H", "O", "H", "H", "O", "H", "H", "O", "H", "H", "O", "H", "H", "O", "H", "H", "O", "H", "H", "O"],
  "xyz": [[-0.31, -1.06, 0.83], [-1.13, -1.19, -0.43], [-0.45, -0.61, -1.64], [-0.87, -1.01, -2.85], [-0.28, 0.42, 1.16], [0.32, 0.55, 2.59], [1.65, 0.98, 2.63], [0.73, -1.38, 0.74], [-0.77, -1.58, 1.67], [-2.10, -0.59, -0.30], [-1.43, -2.22, -0.49], [0.25, 0.13, -1.55], [-0.21, -0.80, -3.76], [-1.63, -1.62, -3.08], [0.28, 1.12, 0.53], [-0.19, 1.13, 3.23], [0.38, -0.39, 3.05], [-0.77, 3.37, -0.20], [-1.69, 2.70, 0.92], [-1.77, 3.33, 0.16], [2.98, -0.72, -0.32], [2.18, 0.27, -1.07], [2.57, -0.61, -1.18], [2.01, -2.18, -1.08], [0.84, -3.00, -1.62], [1.59, -3.15, -1.18], [0.60, -4.34, -0.31], [-0.05, -4.18, 0.88], [0.26, -4.91, 0.25], [-3.00, 2.43, -0.56], [-3.50, 2.46, -2.01], [-3.63, 1.96, -1.19], [0.82, 4.37, 0.97], [1.03, 3.20, -0.05], [0.75, 4.07, 0.03], [-4.25, -1.00, 1.06], [-3.02, -1.85, 0.90], [-3.97, -1.91, 1.23], [1.66, 2.06, -1.14], [2.76, 1.22, 0.40], [1.40, 1.65, -0.47], [4.32, 1.15, 0.74], [2.07, 1.02, 1.74], [3.57, 0.72, 0.78]],
  "total_energy_ha": -1014.3675,
  "total_charge": -1,
  "relative_energy_kcal_mol": 108.79,
  "e_homo_ev": -5.7,
  "e_lumo_ev": 2.93
}

{
  "formula": "C26H29BCl2N8SeZr",
  "method": "the ωB97M-V functional and the def2-TZVPD basis",
  "symbols": ["Zr", "C", "C", "C", "C", "C", "N", "N", "B", "N", "N", "C", "C", "C", "C", "C", "N", "N", "C", "C", "C", "C", "C", "H", "H", "H", "H", "H", "H", "H", "H", "H", "H", "H", "H", "H", "H", "H", "H", "H", "H", "H", "H", "H", "H", "Cl", "C", "C", "C", "C", "C", "Cl", "C", "N", "H", "H", "H", "Se", "C", "C", "C", "N", "C", "C", "H", "H", "H", "H"],
  "xyz": [[0.02, -0.81, -0.73], [-3.83, -0.66, 0.39], [-2.82, 0.37, 0.79], [-2.92, 1.32, 1.79], [-1.65, 1.91, 1.89], [-1.25, 2.97, 2.85], [-0.90, 1.39, 0.92], [-1.59, 0.41, 0.25], [0.57, 1.85, 0.52], [1.67, 0.86, 0.88], [1.94, -0.30, 0.22], [3.06, -0.83, 0.73], [3.58, -2.11, 0.18], [3.46, -0.05, 1.78], [2.58, 1.02, 1.85], [2.64, 2.15, 2.82], [0.59, 2.18, -0.95], [0.46, 1.16, -1.85], [0.54, 1.71, -3.09], [0.48, 0.86, -4.32], [0.66, 3.07, -2.94], [0.71, 3.38, -1.59], [0.82, 4.75, -1.04], [-4.03, -1.30, 1.24], [-4.79, -0.18, 0.18], [-3.54, -1.29, -0.42], [-3.78, 1.53, 2.42], [-2.14, 3.34, 3.33], [-0.61, 2.53, 3.59], [-0.71, 3.79, 2.40], [0.79, 2.86, 1.14], [2.94, -2.99, 0.41], [3.60, -2.01, -0.92], [4.59, -2.36, 0.48], [4.31, -0.17, 2.43], [3.49, 1.97, 3.48], [2.76, 3.11, 2.32], [1.71, 2.21, 3.40], [-0.41, 0.30, -4.34], [0.47, 1.58, -5.12], [1.31, 0.18, -4.45], [0.83, 3.76, -3.75], [0.96, 5.42, -1.89], [-0.06, 5.04, -0.46], [1.68, 4.85, -0.40], [1.52, -4.40, -2.66], [0.01, -4.10, -3.31], [-0.64, -4.99, -4.14], [-1.92, -4.68, -4.65], [-2.56, -3.47, -4.31], [-1.86, -2.66, -3.46], [-2.62, -1.22, -2.83], [-0.58, -2.85, -3.00], [0.05, -1.96, -2.16], [-0.18, -5.95, -4.40], [-2.42, -5.46, -5.25], [-3.54, -3.34, -4.69], [-0.38, -2.84, 0.93], [-0.39, -1.85, 2.55], [-1.51, -1.29, 3.10], [-1.40, -0.59, 4.28], [-0.24, -0.36, 4.92], [0.83, -0.88, 4.35], [0.79, -1.66, 3.22], [-2.47, -1.39, 2.68], [-2.25, -0.09, 4.68], [1.78, -0.71, 4.86], [1.76, -2.06, 2.87]],
  "total_energy_ha": -4840.1447,
  "relative_energy_kcal_mol": 0.00,
  "e_homo_ev": -7.6,
  "e_lumo_ev": 0.39
}